The following is a quantum chemistry calculation of C9H15BCrN5O22S as an isolated structure at a distorted geometry, from the OMol25 dataset.

XYZ file:
```
54
Properties=species:S:1:pos:R:3:forces:R:3
Cr -0.5979 -0.5307 0.2243 -0.47 1.81 -0.18
O 3.0734 1.5344 -0.0581 1.12 -0.14 0.47
C 2.4754 2.3219 -0.7180 -0.05 -0.01 -0.35
O 2.7255 3.6204 -0.9059 0.15 -1.19 0.48
B 1.5522 4.1804 -1.5179 -1.59 1.81 -1.12
O 0.6467 3.0560 -1.8945 0.86 -1.73 -0.04
C 1.1714 1.9373 -1.4095 -3.00 -0.91 1.07
O 0.5897 0.8424 -1.2417 2.06 2.83 -1.22
O 1.8296 5.0581 -2.6657 -0.19 2.10 0.18
C 1.3733 6.3692 -2.4338 1.00 -0.94 -1.41
O 1.6397 7.3278 -3.1393 -0.82 -2.05 1.72
C 0.5311 6.2355 -1.1153 -0.75 1.37 1.53
O 0.7496 5.0436 -0.6203 0.44 -0.49 0.16
O -0.1546 7.0616 -0.5338 1.09 -0.64 -1.60
S -2.5678 0.9757 1.1689 0.04 5.70 2.56
O -2.4647 -0.4359 0.8752 -1.66 -4.50 -0.68
O -1.2287 1.3900 0.7023 2.83 0.35 -2.18
O -3.6228 1.7279 0.5341 -0.52 -1.08 -0.74
O -2.4895 1.3065 2.5905 -1.07 -1.21 1.11
C -0.8877 -5.5693 0.3065 0.71 -1.61 1.46
N -0.5938 -4.5025 -0.6047 -1.88 3.31 0.08
O -0.0896 -4.8199 -1.6637 0.11 0.84 0.47
O -1.0048 -3.3524 -0.2445 1.26 -3.02 -1.67
H -1.0787 -5.2509 1.3313 -0.29 0.49 -0.40
H 0.0367 -6.1456 0.3468 -0.18 -0.33 -0.12
H -1.6888 -6.1904 -0.0943 0.07 0.21 -0.05
C -1.2235 -1.0942 4.0559 -0.12 0.49 -0.31
N -0.9228 -2.2137 3.1140 0.76 1.06 0.76
O -0.7606 -1.9977 1.9320 0.32 -0.75 0.79
O -0.8000 -3.2900 3.6481 -0.12 -1.02 -0.35
H -2.2611 -0.8242 3.8598 -0.03 0.05 0.25
H -0.6559 -0.1986 3.8035 0.02 -0.26 -0.31
H -0.9893 -1.4425 5.0618 -0.32 -0.04 -0.28
C 3.0511 -2.3684 -1.7691 -0.10 -0.43 -0.34
N 1.6425 -1.9170 -1.6107 -1.08 2.45 -3.70
O 1.1656 -1.7391 -0.5283 0.37 -0.93 2.17
O 1.0556 -1.5248 -2.6360 1.57 -1.41 1.34
H 3.1731 -3.3239 -1.2589 0.00 0.19 0.04
H 3.7157 -1.6025 -1.3693 -0.30 -0.02 0.21
H 3.1994 -2.4607 -2.8450 0.00 -0.10 0.25
C 1.5481 2.2040 2.7564 -1.20 0.19 -0.20
N 1.8698 0.7955 2.5629 1.15 -1.74 -2.23
O 2.8844 0.4129 3.1695 -2.27 -0.36 -1.18
O 1.2446 0.1616 1.6344 2.34 1.29 3.60
H 1.6617 2.4225 3.8183 0.05 0.13 -0.29
H 0.5325 2.3198 2.3781 -0.10 0.27 0.15
H 2.2372 2.7512 2.1132 0.08 0.01 0.23
C -3.7432 -1.0085 -2.8046 1.93 0.29 0.07
N -2.2696 -1.3534 -2.6618 1.97 -2.58 0.19
O -1.5863 -0.7391 -1.8482 -1.40 -0.05 -1.11
O -1.7928 -2.3147 -3.3050 -1.48 1.71 0.70
H -3.8512 -0.9343 -3.8867 -0.45 0.31 0.25
H -3.7104 -0.0917 -2.2160 -1.09 0.12 -0.28
H -4.3397 -1.8198 -2.3874 0.23 0.17 0.05
```
Positions in Å, forces in eV/Å.

Output
**HOMO level (spin up / spin down)**: -5.43 / -5.65 eV
**ΔE to the lowest compared entry with this formula, charge and spin**: 60.3 kcal per mole
**Spin multiplicity**: 5
**Net charge**: -1
**Total energy**: -3748.37179 Eh
**LUMO level (spin up / spin down)**: 1.330 / 1.332 eV
**Orbital gap (spin up / spin down)**: 0.2484 / 0.2566 Eh

The following is a quantum chemistry calculation of a 2-piece molecular cluster, C4H13N2O2 overall at a distorted geometry, from the OMol25 dataset.

XYZ file:
```
21
Properties=species:S:1:pos:R:3:forces:R:3
C -0.1875 0.4433 1.4165 -0.17 0.36 -0.16
C -1.7265 0.5683 1.4198 -0.59 -0.24 1.56
C -2.4385 -0.3291 0.4000 1.17 0.05 -0.21
N -1.7535 -0.3696 -0.9109 -0.23 0.05 0.09
N 0.4568 1.5302 0.6442 -0.09 -0.18 -0.48
C 1.2386 1.0385 -0.6532 -0.02 1.45 1.96
O 1.6677 -0.1760 -0.4333 0.22 -0.75 -0.91
H 0.1594 0.4650 2.4517 0.02 0.26 0.09
H 0.1322 -0.5615 1.0746 -0.09 0.51 -0.17
H -2.0619 1.5906 1.2093 0.53 0.08 0.01
H -2.1171 0.3802 2.4975 0.39 -0.03 -1.57
H -2.4444 -1.3704 0.7477 -0.34 0.20 0.03
H -3.4414 0.0734 0.2916 -0.36 -0.40 -0.21
H -1.6738 0.5626 -1.3302 0.09 -0.42 0.44
H -0.7991 -0.7249 -0.7682 -0.35 0.34 -0.24
H 1.1372 1.9535 1.2622 0.17 -0.11 -0.26
H 0.5703 1.2998 -1.5149 -0.05 -0.72 0.16
H 2.0511 1.8300 -0.7284 -0.31 -0.30 0.04
H 3.1161 -2.5645 -1.2160 0.01 -0.01 0.00
H 2.0175 -1.4662 -1.1851 -0.07 -0.23 -0.25
O 2.2541 -2.3741 -1.5934 0.05 0.12 0.07
```
Positions in Å, forces in eV/Å.

Output
**HOMO level**: -3.69 eV
**ΔE to the lowest compared entry with this formula, charge and spin**: 17.6 kcal per mole
**Spin multiplicity**: 1
**Net charge**: -1
**Total energy**: -420.19078 Eh
**LUMO level**: 4.035 eV
**Orbital gap**: 0.2840 Eh

The following is a quantum chemistry calculation of C44H41AlBCl2GeI2N9O5 as an isolated structure, from the OMol25 dataset.

XYZ file:
```
106
Properties=species:S:1:pos:R:3:forces:R:3
Al 0.7437 0.4452 -0.7602 -0.62 -0.27 0.15
C -4.1461 2.4253 -2.2110 0.09 -0.03 0.05
N -3.0689 1.7684 -1.4807 0.02 0.04 0.01
C -1.8170 1.6150 -1.8798 -0.03 -0.09 -0.11
N -1.1737 0.8934 -0.9675 0.17 0.02 0.20
C -2.1117 0.6518 0.0007 -0.11 -0.07 0.10
N -3.2765 1.1654 -0.2837 0.02 0.06 -0.04
C -5.3058 1.4921 -2.4499 -0.03 -0.01 -0.02
C -6.6043 1.9801 -2.4397 0.00 0.00 0.00
C -7.6765 1.1297 -2.6813 0.01 0.01 0.00
C -7.4605 -0.2162 -2.9136 -0.03 0.01 -0.01
C -6.1575 -0.7084 -2.9175 0.00 -0.06 -0.01
C -5.0851 0.1449 -2.6983 0.01 0.03 0.01
C -5.9264 -2.1362 -3.1326 0.20 0.03 0.02
N -6.7760 -3.0619 -3.3989 -0.01 -0.21 -0.01
N -6.0506 -4.2485 -3.4911 -0.20 0.08 -0.03
C -4.8224 -3.9413 -3.2771 0.14 0.16 0.05
O -4.6567 -2.6147 -3.0380 -0.05 -0.01 -0.01
C -3.6468 -4.8125 -3.2748 -0.13 -0.01 -0.02
C -3.8003 -6.1567 -3.5970 0.02 -0.03 0.00
C -2.6870 -6.9799 -3.6268 -0.01 0.03 0.01
C -1.4310 -6.4635 -3.3457 -0.01 -0.02 0.00
C -1.2775 -5.1214 -3.0164 0.01 -0.03 -0.02
C 0.1129 -4.6200 -2.7019 0.04 0.07 0.02
N 0.2180 -3.1728 -2.6622 -0.01 -0.04 -0.04
C 0.5154 -2.3981 -1.6321 -0.13 -0.12 0.11
N 0.4857 -1.1304 -2.0205 0.16 0.09 -0.05
C 0.1618 -1.2001 -3.3518 -0.07 -0.02 -0.10
N -0.0097 -2.4240 -3.7699 0.03 -0.05 0.07
C -2.3901 -4.2968 -2.9772 0.07 -0.01 0.01
H -3.7029 2.7587 -3.1508 -0.02 0.02 -0.03
H -4.4580 3.3035 -1.6483 -0.05 0.00 0.02
H -1.4168 1.9756 -2.8278 0.01 -0.03 0.02
H -1.9055 0.0814 0.8978 0.03 0.03 -0.06
H -6.7826 3.0297 -2.2350 0.00 -0.02 -0.01
H -8.6854 1.5204 -2.6722 0.01 -0.01 0.00
H -8.2860 -0.8942 -3.0840 0.02 0.00 0.00
H -4.0768 -0.2501 -2.7080 -0.02 -0.01 -0.01
H -4.7855 -6.5379 -3.8297 0.01 0.02 0.01
H -2.7957 -8.0255 -3.8824 0.00 0.01 0.00
H -0.5618 -7.1109 -3.3900 -0.01 0.02 0.00
H 0.8234 -4.9827 -3.4434 -0.01 -0.02 -0.04
H 0.4402 -4.9779 -1.7253 0.00 -0.03 0.02
H 0.7254 -2.7552 -0.6380 0.01 0.04 -0.09
H 0.0488 -0.3331 -3.9995 -0.03 -0.08 0.06
H -2.2876 -3.2466 -2.7419 -0.02 0.01 0.00
Cl 3.9338 1.8548 4.2413 0.00 0.06 0.01
C 2.5003 2.8334 4.3341 0.05 0.01 0.01
C 2.6200 4.1466 4.7533 0.01 -0.02 -0.01
C 1.5083 4.9733 4.7589 -0.01 0.03 -0.01
C 0.2889 4.4856 4.3199 0.00 -0.01 0.01
C 0.1848 3.1644 3.9283 -0.01 -0.07 0.00
Cl -1.3563 2.5758 3.3656 0.03 0.00 0.00
C 1.2706 2.2806 3.9590 -0.02 0.02 0.01
N 1.1467 0.9439 3.5962 0.01 -0.05 -0.01
C 1.5698 -0.0809 4.4999 0.01 -0.11 -0.11
C 1.5595 0.1307 5.8707 0.00 -0.05 0.01
C 1.9754 -0.8690 6.7354 0.00 0.01 0.06
C 2.3836 -2.0926 6.2323 0.03 -0.06 0.04
C 2.3794 -2.3060 4.8620 -0.02 -0.01 -0.08
C 1.9869 -1.3120 3.9764 -0.10 0.19 0.01
C 2.0806 -1.5285 2.4895 0.04 -0.15 -0.03
C 0.8288 -1.1886 1.7076 -0.33 0.76 0.34
O -0.2888 -1.2500 2.1930 0.16 -0.08 -0.15
O 1.0463 -0.7801 0.4849 0.17 -0.45 -0.05
H 3.5920 4.5134 5.0538 -0.02 0.00 -0.01
H 1.5968 6.0030 5.0769 0.01 -0.01 0.00
H -0.5880 5.1172 4.2782 0.02 0.00 0.01
H 0.2430 0.7304 3.1912 0.02 -0.04 -0.03
H 1.2273 1.0864 6.2585 0.01 -0.02 0.00
H 1.9695 -0.6928 7.8038 0.00 0.00 -0.02
H 2.7030 -2.8808 6.9021 -0.01 0.02 -0.01
H 2.6996 -3.2619 4.4622 0.00 0.00 0.03
H 2.2797 -2.5854 2.2925 0.11 -0.04 0.02
H 2.9215 -0.9676 2.0691 -0.10 0.03 0.02
O 3.9129 -1.0763 -1.5058 0.08 -0.06 0.06
B 3.7760 0.2882 -1.6338 -0.45 0.36 -0.41
O 4.3839 0.9888 -0.6252 0.15 -0.14 0.14
C 4.9061 0.0099 0.2050 -0.03 0.12 -0.02
C 5.5655 0.1686 1.4012 0.02 -0.05 -0.01
C 5.9517 -1.0051 2.0468 -0.01 0.03 0.02
C 5.6853 -2.2583 1.5026 0.01 -0.02 0.05
C 5.0124 -2.4016 0.2910 0.00 0.00 -0.03
C 4.6315 -1.2357 -0.3315 -0.08 -0.03 0.00
H 5.7578 1.1480 1.8166 -0.01 -0.01 -0.02
H 6.4669 -0.9401 2.9965 -0.01 0.00 -0.02
H 6.0044 -3.1426 2.0392 -0.01 0.01 -0.03
H 4.7981 -3.3713 -0.1380 0.00 0.03 0.01
C 0.3759 4.3508 -1.8000 -0.04 -0.01 -0.10
Ge 1.7109 3.8229 -0.4666 -0.08 0.10 -0.04
C 3.5223 4.1168 -1.1455 0.16 -0.04 -0.03
C 1.5229 5.0420 1.0573 -0.01 0.01 0.01
C 1.3553 2.0216 0.1942 0.10 0.14 0.04
H 0.6861 5.2760 -2.2905 -0.03 -0.01 0.04
H -0.5830 4.5396 -1.3086 0.01 -0.03 -0.02
H 0.2283 3.6089 -2.5906 0.05 0.06 0.05
H 3.5380 5.0641 -1.6884 0.01 -0.01 0.01
H 3.8863 3.3340 -1.8112 -0.05 0.18 0.12
H 4.2134 4.1970 -0.3037 -0.01 -0.01 -0.01
H 1.6688 6.0792 0.7477 0.01 -0.02 0.01
H 2.2627 4.8018 1.8246 -0.03 0.02 0.00
H 0.5311 4.9535 1.5048 0.01 0.01 -0.03
H 0.4802 2.1613 0.8535 0.07 -0.03 0.07
H 2.1745 1.7396 0.8664 0.00 0.00 -0.03
I 2.4702 1.1996 -3.1100 0.69 -0.25 -0.07
I -0.3320 1.9120 -5.2195 -0.11 0.20 -0.04
```
Positions in Å, forces in eV/Å.

Output
**HOMO level**: -7.52 eV
**ΔE to the lowest compared entry with this formula, charge and spin**: 15.5 kcal per mole
**Spin multiplicity**: 1
**Net charge**: 0
**Total energy**: -6430.62335 Eh
**LUMO level**: -0.146 eV
**Orbital gap**: 0.2710 Eh

The following is a quantum chemistry calculation of an isolated ion of composition C9H15N2S and charge +1 at a distorted geometry, from the OMol25 dataset.

XYZ file:
```
27
Properties=species:S:1:pos:R:3:forces:R:3
C 0.0256 -1.7830 0.0336 1.85 3.30 0.48
C -1.1570 -1.3130 -0.3504 -0.24 1.10 1.28
C 1.0884 -0.8569 0.4123 0.53 0.59 0.24
C -0.7095 0.9973 0.1990 3.30 -2.81 -0.08
C 2.5332 -1.1795 0.7036 0.25 0.17 -0.83
C 2.8127 1.7539 -0.4651 0.63 3.12 -1.12
C -3.7495 -0.0890 0.9237 -0.94 0.37 -2.10
C 1.8145 1.5431 0.6000 0.98 0.46 2.01
C -2.9530 0.3682 -0.3649 -1.75 -1.17 0.37
N 0.8515 0.4199 0.4985 -3.50 2.29 -1.13
N -1.5402 -0.0181 -0.1576 -0.02 0.74 -0.34
S -0.9655 2.5277 0.1974 -0.52 2.29 0.32
H 0.3613 -2.6979 -0.2147 0.60 -3.28 -0.46
H -1.9295 -1.9465 -0.6682 -0.89 -0.76 -0.68
H 3.0062 -0.3288 1.2919 -0.49 -1.78 -0.64
H 3.0893 -1.3480 -0.2449 -0.35 0.65 0.27
H 2.6226 -2.1659 1.1053 0.00 -0.43 1.03
H 3.3062 2.8271 -0.2111 -1.03 -2.58 -0.83
H 3.5502 1.0284 -0.4311 1.75 -1.25 0.03
H 2.4546 1.7514 -1.4839 -0.38 0.36 -0.30
H -3.9008 -1.1776 1.0712 0.20 0.72 -0.24
H -3.1061 0.3315 1.6338 0.56 0.27 1.87
H -4.7220 0.4710 0.9761 0.84 -0.77 -0.11
H 2.5625 1.4040 1.4378 -1.82 0.09 0.08
H 1.3218 2.5318 0.6994 -0.33 -1.32 0.51
H -3.0895 1.4437 -0.4098 0.58 -0.12 -0.08
H -3.3058 -0.0120 -1.3357 0.18 -0.25 0.43
```
Positions in Å, forces in eV/Å.

Output
**HOMO level**: -12.93 eV
**ΔE to the lowest compared entry with this formula, charge and spin**: 30.6 kcal per mole
**Spin multiplicity**: 1
**Net charge**: +1
**Total energy**: -859.32109 Eh
**Structure (SMILES)**: CCn1c(C)cc[n+](CC)c1=S
**LUMO level**: -4.283 eV
**Orbital gap**: 0.3178 Eh